Entry from OMol25: a structure of composition H12O6 at a distorted geometry (ωB97M-V/def2-TZVPD).

Values from the calculation:
Kohn-Sham gap in eV: 8.4
Spin multiplicity: 1

```
18
Properties=species:S:1:pos:R:3:lowdin_charge:R:1
O -7.76682 12.39856 13.36439 0.0508
H -7.52695 11.60048 13.83531 0.0780
H -8.09889 12.08927 12.52159 -0.0142
O -8.44314 12.00111 11.05440 -0.0356
H -8.29871 11.42621 11.80598 -0.2336
H -8.73341 11.41457 10.35587 0.1063
O -6.18844 12.46612 10.94057 -0.0631
H -6.98475 12.38308 11.46520 -0.0493
H -6.48711 12.82935 10.10686 0.0424
O -8.20441 10.62914 12.56443 0.0783
H -8.55534 9.90580 13.08391 0.1678
H -7.35538 10.31298 12.25554 0.1572
O -7.22198 14.28297 13.75999 -0.0876
H -7.39631 13.34222 13.78896 -0.2605
H -7.54225 14.56007 12.90158 0.0161
O -7.51424 10.70586 15.88153 -0.0307
H -7.09885 10.51926 16.72347 0.0490
H -6.86796 11.22728 15.40541 0.0288
```

Entry from OMol25: a cluster of 6 separate species, H12O6 in total at a distorted geometry (ωB97M-V/def2-TZVPD).

Values from the calculation:
SMILES: O.O.O.O.O.O
Kohn-Sham gap in eV: 11.0
Spin multiplicity: 1

```
18
Properties=species:S:1:pos:R:3:lowdin_charge:R:1
H -0.63571 -1.10310 0.73823 -0.0338
H -0.70768 -2.37955 -0.18011 0.0430
H 1.56014 -0.44203 -1.26844 -0.0562
H 0.37794 -0.29523 -2.28831 0.1090
H 3.37191 -1.30627 -0.29409 0.0205
H 2.54456 -2.37171 0.29590 0.0546
H 0.57169 0.34816 1.73630 0.0501
H -0.57748 0.86015 2.31768 0.0205
H 0.87828 3.53141 -0.04179 -0.0290
H 1.44855 2.17173 -0.57950 0.0501
H -4.45818 0.56623 0.27003 0.0042
H -3.46938 0.32660 -0.76268 0.0415
O -1.18433 -1.56152 0.08565 -0.0853
O 1.21500 0.16381 -1.88270 -0.0782
O 2.64093 -1.41875 0.26503 -0.0144
O -0.31931 0.06814 1.94343 -0.0040
O 1.14992 2.70949 0.20554 -0.0377
O -4.40683 0.13246 -0.56014 -0.0550
```

Entry from OMol25: a cluster of 6 separate species, H12O6 in total at a distorted geometry (ωB97M-V/def2-TZVPD).

Values from the calculation:
SMILES: O.O.O.O.O.O
Kohn-Sham gap in eV: 11.5
Spin multiplicity: 1

```
18
Properties=species:S:1:pos:R:3:lowdin_charge:R:1
H -1.65252 1.20839 0.07179 0.0475
H -0.92407 2.59545 0.26249 0.0663
H 0.28273 0.93771 -1.35562 0.0199
H 1.59735 0.18101 -1.30882 0.0236
H -0.00750 -1.05823 -0.93433 0.0342
H -0.38968 -2.60554 -0.46065 0.0960
H 0.23232 0.54417 1.37895 0.0252
H 0.30905 -0.99560 1.24017 0.0413
H -2.02565 -0.82297 -0.18403 0.0311
H -3.23056 -0.38637 0.81087 0.0918
H 2.13310 -0.02747 0.70796 -0.0061
H 3.39663 0.67761 0.17176 0.0568
O -0.75125 1.67354 0.03385 -0.0914
O 0.70584 0.14907 -1.71291 -0.0586
O -0.49764 -1.64775 -0.26403 -0.1127
O 0.78666 -0.21556 1.60943 -0.0706
O -2.76845 -0.14470 -0.04942 -0.1112
O 2.80363 -0.06276 -0.01745 -0.0832
```

Entry from OMol25: a cluster of 6 separate species, H12O6 in total at a distorted geometry (ωB97M-V/def2-TZVPD).

Values from the calculation:
SMILES: O.O.O.O.O.O
Kohn-Sham gap in eV: 11.7
Spin multiplicity: 1

```
18
Properties=species:S:1:pos:R:3:lowdin_charge:R:1
H -3.26366 -0.66259 -0.91079 0.0307
H -2.26350 0.45171 -0.47922 0.0338
H -0.61047 1.93454 -0.06451 0.0079
H -1.72707 2.92718 -0.26043 0.0745
H 1.50835 1.45942 0.43686 0.0031
H 1.06577 2.38200 1.59039 0.1362
H -0.90503 -2.24956 1.74483 0.0383
H -1.54190 -1.55326 0.42429 0.0404
H 3.06408 0.47082 -0.90967 0.0822
H 2.38185 -0.75491 -0.24868 0.0130
H 0.62004 -1.81638 -0.20194 0.0665
H 1.66960 -2.62399 -0.74014 0.0308
O -2.75594 -0.36851 -0.18281 -0.0597
O -1.41932 2.06630 -0.64381 -0.1087
O 0.92229 2.23182 0.55876 -0.1059
O -0.91288 -2.26440 0.79325 -0.0864
O 2.82097 0.14301 0.01428 -0.1463
O 1.34683 -1.77320 -0.92064 -0.0504
```

Entry from OMol25: a cluster of 6 separate species, H12O6 in total (ωB97M-V/def2-TZVPD).

Values from the calculation:
SMILES: O.O.O.O.O.O
Kohn-Sham gap in eV: 10.6
Spin multiplicity: 1

```
18
Properties=species:S:1:pos:R:3:lowdin_charge:R:1
O -2.84999 2.06027 -0.69851 -0.0547
H -2.53794 2.23168 0.19001 0.0307
H -2.73348 1.11749 -0.81608 -0.0254
O 0.89267 -0.48720 3.06509 -0.0748
H 0.91297 -1.41013 3.31811 0.0285
H 0.73553 -0.50059 2.12097 -0.0453
O -0.08537 -0.38010 0.52487 -0.0473
H 0.33654 -0.29225 -0.32983 0.0039
H -1.02224 -0.32343 0.33698 0.0228
O 0.98302 0.97216 -1.73106 -0.0349
H 1.60422 1.06452 -2.45343 0.0505
H 1.17991 1.70676 -1.14982 0.0531
O -2.15500 -0.71587 -1.40024 -0.0319
H -1.66674 -0.89999 -2.20270 0.0646
H -3.05064 -0.99124 -1.59574 0.0637
O 3.04942 -1.40353 0.80815 -0.0484
H 2.60259 -0.56981 0.66156 0.0089
H 3.80459 -1.17875 1.35167 0.0361
```

Entry from OMol25: a cluster of 6 separate species, H12O6 in total at a distorted geometry (ωB97M-V/def2-TZVPD).

Values from the calculation:
SMILES: O.O.O.O.O.O
Kohn-Sham gap in eV: 10.6
Spin multiplicity: 1

```
18
Properties=species:S:1:pos:R:3:lowdin_charge:R:1
O 0.32901 -0.18981 2.94752 -0.0655
H 0.40196 -0.03095 1.99625 -0.0240
H 0.96614 0.45232 3.26336 0.0249
O -1.54045 2.10345 -0.05989 -0.0237
H -1.94420 2.75216 0.52766 0.0629
H -2.15414 1.85990 -0.73560 0.0375
O -0.36067 -0.73963 -2.64621 -0.0363
H -0.84916 0.03497 -2.93144 0.0320
H -0.13271 -0.52161 -1.75652 -0.0353
O -1.70345 -1.75914 1.33301 -0.0547
H -2.39622 -1.16529 1.63050 0.0316
H -1.10159 -1.28747 0.74928 -0.0173
O 0.34477 -0.18451 0.15696 -0.0295
H 1.21251 -0.03715 -0.03175 -0.0114
H -0.14072 0.64363 -0.01141 0.0499
O 2.81217 -0.29464 -1.46336 -0.0299
H 3.69615 -0.47024 -1.17917 0.0335
H 2.56060 -1.16599 -1.78918 0.0554
```

Repeat the third record exactly.
Entry from OMol25: a cluster of 6 separate species, H12O6 in total at a distorted geometry (ωB97M-V/def2-TZVPD).

Values from the calculation:
SMILES: O.O.O.O.O.O
Kohn-Sham gap in eV: 11.5
Spin multiplicity: 1

```
18
Properties=species:S:1:pos:R:3:lowdin_charge:R:1
H -1.65252 1.20839 0.07179 0.0475
H -0.92407 2.59545 0.26249 0.0663
H 0.28273 0.93771 -1.35562 0.0199
H 1.59735 0.18101 -1.30882 0.0236
H -0.00750 -1.05823 -0.93433 0.0342
H -0.38968 -2.60554 -0.46065 0.0960
H 0.23232 0.54417 1.37895 0.0252
H 0.30905 -0.99560 1.24017 0.0413
H -2.02565 -0.82297 -0.18403 0.0311
H -3.23056 -0.38637 0.81087 0.0918
H 2.13310 -0.02747 0.70796 -0.0061
H 3.39663 0.67761 0.17176 0.0568
O -0.75125 1.67354 0.03385 -0.0914
O 0.70584 0.14907 -1.71291 -0.0586
O -0.49764 -1.64775 -0.26403 -0.1127
O 0.78666 -0.21556 1.60943 -0.0706
O -2.76845 -0.14470 -0.04942 -0.1112
O 2.80363 -0.06276 -0.01745 -0.0832
```